This record from OMol25 describes an isolated ion of composition C3H5N2O and charge +1 in a non-equilibrium geometry. The level of theory is ωB97M-V/def2-TZVPD.

Summary:
Gap between HOMO and LUMO, eV: 9.34
LUMO, eV: -5.733
Highest occupied orbital energy, eV: -15.0763
Charge: +1

CARTESIAN COORDINATES (ANGSTROEM)
H -1.032 -1.946 0.019
N 1.417 -0.014 0.071
N -0.386 -1.167 0.038
C -0.798 0.215 0.031
H 0.691 1.965 0.056
H 3.018 -0.883 0.064
O 2.737 0.068 0.086
H -1.395 0.463 -0.856
C 0.509 0.904 0.055
C 0.900 -1.327 0.065
H -1.423 0.459 0.900